A single C4H5BrN2O molecule at a distorted geometry. Source: OMol25; level of theory: ωB97M-V/def2-TZVPD.

Geometry as XYZ:
```
13
Properties=species:S:1:pos:R:3:forces:R:3:mulliken_charge:R:1
C 0.212 1.890 0.022 -0.59 1.23 -0.48 -0.1296
C -0.835 -0.156 0.635 1.65 2.86 0.03 0.2653
C 1.635 0.082 -0.221 -1.33 0.39 -0.28 -0.3358
C -1.451 -1.405 0.465 0.63 -2.50 0.55 -0.4309
N -0.727 1.015 0.229 0.49 -0.33 1.08 -0.2565
N 1.491 1.406 -0.306 0.00 -3.56 1.01 -0.0049
O -1.757 -1.866 -0.789 -2.95 -0.96 0.01 -0.5079
Br 3.375 -0.547 -0.419 0.82 0.15 -0.07 -0.2096
H 0.129 2.980 0.121 -0.46 -0.79 -0.26 0.3863
H -0.952 -2.248 1.027 0.23 1.11 -0.28 0.2966
H -2.380 -1.386 0.959 -1.38 0.58 1.06 0.3510
H 2.335 1.932 -0.364 0.19 1.22 -0.16 0.2440
H -1.074 -1.698 -1.360 2.72 0.59 -2.22 0.3320
```
Positions in Å, forces in eV/Å.

The HOMO-LUMO gap comes out at 8.03 eV. The value obtained for the LUMO energy is 0.019 hartree. The value obtained for the energy relative to the best compared isomer or geometry (same formula, charge and spin) is 112.2 kcal/mol.

A molecular structure, C4H5CeLiO at a distorted geometry. Source: OMol25; level of theory: ωB97M-V/def2-TZVPD.

Geometry as XYZ:
```
12
Properties=species:S:1:pos:R:3:forces:R:3:mulliken_charge:R:1
C 0.979 -1.999 -1.479 -1.71 1.50 2.58 -0.8003
C 1.646 -2.310 -2.457 -0.19 0.03 0.22 0.1942
H 2.221 -2.610 -3.318 -0.05 0.02 0.11 0.4235
C 0.655 2.222 -0.730 0.33 0.56 0.52 -1.1186
C -0.233 2.234 0.432 0.64 1.69 -0.40 0.6182
O -0.672 1.224 1.017 -0.58 -1.05 0.48 -0.6938
Ce -0.339 -1.134 0.471 2.20 -2.53 -3.24 1.9683
H 1.052 3.241 -0.861 -0.23 -0.34 -0.29 0.3347
H 1.528 1.600 -0.469 -0.12 -0.24 -0.44 0.4074
H 0.128 1.901 -1.643 0.23 -0.07 0.02 0.4071
H -0.475 3.219 0.864 -0.17 -0.15 -0.07 0.3190
Li -1.887 1.601 2.644 -0.36 0.58 0.51 0.9403
```
Positions in Å, forces in eV/Å.

The HOMO-LUMO gap (alpha / beta) comes out at 6.56 / 6.91 eV. Its total charge is +3. As for the multiplicity: 2. The value obtained for the LUMO energy (alpha / beta) is -0.511 / -0.501 hartree.

2 unconnected molecules or ions with the total composition C4H5Cl at a distorted geometry. Source: OMol25; level of theory: ωB97M-V/def2-TZVPD.

Geometry as XYZ:
```
10
Properties=species:S:1:pos:R:3:forces:R:3:mulliken_charge:R:1
C 0.118 0.013 -0.104 0.58 -0.51 -0.82 0.3440
C -0.418 -0.954 0.506 -1.46 -2.10 -0.48 0.0826
C -0.110 0.045 1.495 -1.81 -1.31 0.90 -0.4180
C 0.642 0.741 -1.254 -2.03 -0.19 -4.03 -0.9164
Cl -1.954 -2.970 0.189 1.96 2.38 0.36 -0.3364
H 0.635 -0.124 2.234 1.19 0.01 0.15 0.2402
H -1.013 0.433 1.953 0.04 1.17 -0.26 0.1949
H -0.288 1.293 -1.780 1.97 -1.09 1.15 0.2413
H 1.024 0.004 -2.159 -0.83 1.67 2.67 0.2516
H 1.363 1.519 -1.080 0.40 -0.02 0.37 0.3161
```
Positions in Å, forces in eV/Å.

The HOMO-LUMO gap (alpha / beta) comes out at 7.90 / 7.91 eV. The value obtained for the LUMO energy (alpha / beta) is -0.075 / -0.075 hartree. The value obtained for the energy relative to the best compared isomer or geometry (same formula, charge and spin) is 104.1 kcal/mol.

4 unconnected molecules or ions with the total composition C4H5Cl11 at a distorted geometry. Source: OMol25; level of theory: ωB97M-V/def2-TZVPD.

Geometry as XYZ:
```
20
Properties=species:S:1:pos:R:3:forces:R:3:mulliken_charge:R:1
C 4.231 -1.127 3.168 -0.79 0.32 0.33 0.0700
Cl 2.792 -2.158 3.340 0.10 0.02 0.24 -0.1271
Cl 3.940 0.000 1.858 0.17 0.28 -0.42 -0.1197
Cl 5.642 -2.098 2.928 0.56 -0.23 -0.10 -0.1040
H 4.348 -0.513 4.061 -0.04 -0.39 -0.05 0.2807
C 0.832 -2.307 -6.686 -0.31 -0.32 -0.16 0.0689
Cl 1.978 -1.691 -5.529 0.03 0.59 0.54 -0.1119
Cl 1.686 -2.667 -8.161 0.25 -0.28 -0.72 -0.1173
Cl -0.535 -1.217 -7.073 0.44 -0.35 0.55 -0.1206
H 0.488 -3.254 -6.270 -0.41 0.36 -0.20 0.2807
C -1.796 4.858 4.310 0.15 -0.23 0.47 0.0525
Cl -0.194 4.624 5.114 -0.57 0.87 -0.27 -0.1192
Cl -2.569 6.529 4.434 1.18 -1.63 -0.23 -0.1157
Cl -2.865 3.654 5.013 -0.46 0.05 0.08 -0.1110
H -1.613 4.500 3.297 -0.30 0.93 -0.05 0.2935
C -3.254 -1.434 -0.665 0.35 -1.03 1.05 -0.2347
Cl -3.393 0.226 -1.164 -0.29 0.17 -0.31 -0.1348
Cl -3.509 -2.691 -1.917 0.19 0.62 0.19 -0.1510
H -2.271 -1.544 -0.206 0.11 -0.17 -0.58 0.2534
H -3.936 -1.689 0.147 -0.35 0.41 -0.36 0.2674
```
Positions in Å, forces in eV/Å.

The HOMO-LUMO gap comes out at 11.21 eV. The SMILES is ClC(Cl)Cl.ClC(Cl)Cl.ClC(Cl)Cl.ClCCl. The value obtained for the LUMO energy is 0.008 hartree. The value obtained for the energy relative to the best compared isomer or geometry (same formula, charge and spin) is 15.7 kcal/mol.

A single C4H5Cl2F molecule at a distorted geometry. Source: OMol25; level of theory: ωB97M-V/def2-TZVPD.

Geometry as XYZ:
```
12
Properties=species:S:1:pos:R:3:forces:R:3:mulliken_charge:R:1
C 1.194 -0.798 -0.444 1.30 0.76 -0.49 -1.1792
C 0.732 0.561 0.040 -0.27 0.36 0.04 0.2770
C -0.784 0.775 0.083 -1.10 -1.81 0.47 0.3490
C -1.635 -0.277 0.263 0.00 0.64 0.51 -0.2827
H 0.824 -1.614 0.167 -0.10 -0.02 0.02 0.3380
H 2.314 -0.740 -0.317 -1.11 -0.42 -0.36 0.3080
H 0.935 -0.936 -1.507 0.16 -0.10 0.47 0.3363
H 1.198 1.399 -0.510 -0.40 -0.53 -0.22 0.2749
H -1.251 -1.285 0.544 -0.47 1.00 -0.66 0.2030
F 1.272 0.709 1.318 -0.26 0.12 0.53 -0.2928
Cl -1.351 2.398 0.000 0.09 -0.11 -0.16 -0.1652
Cl -3.448 -0.192 0.362 2.18 0.12 -0.14 -0.1663
```
Positions in Å, forces in eV/Å.

The HOMO-LUMO gap comes out at 10.48 eV. The SMILES is C[C@H](F)/C(Cl)=C/Cl. The value obtained for the LUMO energy is 0.028 hartree. The value obtained for the energy relative to the best compared isomer or geometry (same formula, charge and spin) is 5.8 kcal/mol.

A gas-phase ion, C4H5Cl3O3PS (charge -1) at a distorted geometry. Source: OMol25; level of theory: ωB97M-V/def2-TZVPD.

Geometry as XYZ:
```
17
Properties=species:S:1:pos:R:3:forces:R:3:mulliken_charge:R:1
C 0.573 -2.698 -0.674 -1.37 -0.36 -0.60 0.0606
C 0.198 1.364 1.650 0.71 -0.32 -1.91 -1.3768
C -1.017 -2.746 -1.068 3.98 3.16 -1.02 -0.2781
C -0.683 0.070 1.692 1.28 0.59 -0.05 0.7081
O 1.336 -0.093 -0.950 0.08 0.61 -0.34 -0.6793
O 2.259 -1.514 1.043 1.57 0.03 1.70 -0.6486
O -0.339 -0.956 0.904 1.14 0.60 -0.56 -0.2503
P 1.259 -1.128 0.084 -3.30 -1.12 -1.05 0.7911
S 1.544 -3.954 -0.925 -0.09 0.03 -0.11 -0.2308
Cl -1.442 -3.846 -2.291 -0.34 -1.46 -1.42 -0.2012
Cl -0.639 -0.493 3.386 0.20 -0.43 1.31 -0.2399
Cl -2.405 0.441 1.419 -0.71 0.48 -0.46 -0.2386
H 0.055 1.985 2.484 -0.55 0.36 1.58 0.4764
H 1.320 1.061 1.702 -1.98 0.54 -0.67 0.3160
H -0.136 2.076 0.810 1.04 -1.61 0.61 0.2780
H -1.187 -1.706 -1.487 -0.33 -1.18 1.08 0.2257
H -1.494 -3.031 -0.202 -1.33 0.08 1.92 0.2876
```
Positions in Å, forces in eV/Å.

The HOMO-LUMO gap comes out at 8.16 eV. Its total charge is -1. The SMILES is CC(Cl)(Cl)O[P@@](=O)([O-])C(=S)CCl. The value obtained for the LUMO energy is 0.111 hartree. The value obtained for the energy relative to the best compared isomer or geometry (same formula, charge and spin) is 0.0 kcal/mol.